{
  "formula": "C28H82HfN12O6P4",
  "method": "wB97M-V/def2-TZVPD",
  "symbols": ["Hf", "C", "C", "C", "O", "H", "H", "H", "H", "H", "H", "H", "C", "O", "H", "H", "H", "O", "P", "N", "C", "C", "N", "C", "C", "N", "C", "C", "H", "H", "H", "H", "H", "H", "H", "H", "H", "H", "H", "H", "H", "H", "H", "H", "H", "H", "O", "P", "N", "C", "C", "N", "C", "C", "N", "C", "C", "H", "H", "H", "H", "H", "H", "H", "H", "H", "H", "H", "H", "H", "H", "H", "H", "H", "H", "O", "P", "N", "C", "C", "N", "C", "C", "N", "C", "C", "H", "H", "H", "H", "H", "H", "H", "H", "H", "H", "H", "H", "H", "H", "H", "H", "H", "H", "O", "P", "N", "C", "C", "N", "C", "C", "N", "C", "C", "H", "H", "H", "H", "H", "H", "H", "H", "H", "H", "H", "H", "H", "H", "H", "H", "H", "H"],
  "positions_angstrom": [[-10.27187, 7.21490, -19.80968], [-14.26825, 7.38950, -21.38695], [-13.01015, 7.54892, -22.29642], [-13.20450, 8.78784, -23.10026], [-11.74842, 7.53923, -21.63131], [-14.26265, 6.43732, -20.85645], [-15.16185, 7.15287, -21.96452], [-14.44874, 8.22358, -20.70884], [-12.96761, 6.66755, -22.93633], [-12.24161, 9.01280, -23.55889], [-13.43525, 9.71862, -22.58208], [-14.04672, 8.69353, -23.78573], [-13.05376, 5.60369, -17.88996], [-11.88715, 6.25403, -18.33634], [-13.23176, 4.65752, -18.40101], [-12.95699, 5.39356, -16.82480], [-13.94898, 6.20269, -18.05698], [-15.54676, 4.09586, -12.94465], [-15.22241, 5.26795, -12.05800], [-13.67053, 5.11504, -11.31319], [-12.53105, 4.93354, -12.26306], [-13.40449, 4.09817, -10.25604], [-16.27905, 5.45087, -10.75953], [-16.14004, 6.16706, -9.55217], [-17.45879, 4.58977, -10.79621], [-15.14278, 6.80386, -12.92851], [-14.78940, 7.97012, -12.15236], [-14.97758, 6.84100, -14.37392], [-11.55288, 5.05214, -11.79699], [-12.60765, 5.78280, -12.94203], [-12.62383, 3.98542, -12.79273], [-12.76281, 4.52183, -9.48347], [-12.88063, 3.23787, -10.67263], [-14.34660, 3.66910, -9.91482], [-15.09323, 6.47080, -9.54648], [-16.55198, 7.17608, -9.53536], [-16.23420, 5.53588, -8.66851], [-17.86354, 4.57645, -9.78423], [-18.30200, 4.96196, -11.37808], [-17.25637, 3.56295, -11.10077], [-13.82915, 7.86296, -11.64785], [-14.73006, 8.73801, -12.92367], [-15.55662, 8.18146, -11.40750], [-15.85095, 7.32250, -14.81379], [-14.78886, 5.83388, -14.74567], [-14.07034, 7.40568, -14.58874], [-9.13745, 5.53828, -18.50548], [-8.28447, 4.80855, -17.53734], [-6.61627, 4.86116, -17.83833], [-6.08482, 3.99499, -18.91510], [-5.97553, 6.16145, -17.83293], [-8.68152, 3.14578, -17.30525], [-10.09697, 2.70269, -17.22431], [-7.71537, 2.20489, -16.66425], [-8.26163, 5.18719, -15.84255], [-7.37737, 4.59167, -14.75888], [-9.35883, 5.94613, -15.29949], [-6.65712, 4.16660, -19.82676], [-6.16120, 2.95165, -18.60900], [-5.08538, 4.32118, -19.20288], [-6.57827, 6.84431, -17.23417], [-6.11367, 6.66249, -18.79104], [-4.92561, 6.28859, -17.56914], [-10.25412, 1.86484, -17.90358], [-10.42042, 2.40776, -16.22606], [-10.70722, 3.55773, -17.51517], [-8.11246, 1.82936, -15.72117], [-7.43561, 1.42740, -17.37512], [-6.74227, 2.65290, -16.46310], [-7.29764, 5.08702, -13.79122], [-7.53076, 3.52364, -14.60439], [-6.39136, 4.47888, -15.20961], [-9.06796, 6.99656, -15.30964], [-9.67025, 5.79404, -14.26605], [-10.27276, 5.73747, -15.85562], [-11.65231, 9.20194, -18.87576], [-12.39698, 10.09187, -17.95019], [-14.06507, 10.12863, -18.43972], [-14.61138, 10.86448, -19.58089], [-14.93279, 8.98517, -18.13367], [-11.85834, 11.75103, -17.88050], [-10.53022, 12.13860, -17.97370], [-12.61745, 12.74046, -17.05605], [-12.44515, 9.53340, -16.32474], [-13.24106, 10.22888, -15.34976], [-11.54894, 8.63369, -15.73595], [-14.44517, 10.24539, -20.46248], [-14.04548, 11.78041, -19.75098], [-15.68155, 11.05486, -19.49975], [-14.64078, 8.14375, -18.76202], [-15.99066, 9.23629, -18.21094], [-14.83077, 8.72363, -17.08044], [-9.97609, 11.46442, -18.62678], [-10.59007, 13.19663, -18.22885], [-9.98221, 11.98116, -17.04473], [-12.17277, 12.74263, -16.06088], [-12.49710, 13.72198, -17.51456], [-13.68213, 12.50784, -17.03497], [-13.91480, 10.95409, -15.80608], [-13.71145, 9.45251, -14.74637], [-12.61664, 10.73863, -14.61604], [-10.51864, 8.98862, -15.76065], [-11.53250, 7.76054, -16.38821], [-11.87688, 8.37596, -14.72891], [-10.83209, 4.90447, -20.77886], [-11.13309, 3.67939, -21.60586], [-11.47852, 3.99764, -23.25901], [-10.56008, 4.91603, -23.96300], [-12.34803, 3.27931, -24.16099], [-12.53305, 2.81046, -21.23917], [-12.49615, 1.79822, -20.24726], [-13.92201, 3.35234, -21.29307], [-9.87596, 2.47372, -21.73491], [-10.00552, 1.23673, -22.57222], [-8.67433, 2.66767, -20.92751], [-9.75109, 4.35074, -24.42570], [-10.19684, 5.55040, -23.15447], [-11.02154, 5.52221, -24.74255], [-11.71245, 3.06935, -25.02125], [-13.27088, 3.81296, -24.38832], [-12.60974, 2.28382, -23.80237], [-12.35994, 2.20281, -19.24434], [-13.45811, 1.28686, -20.28260], [-11.71959, 1.03665, -20.17611], [-13.87507, 4.22738, -21.94131], [-14.58592, 2.56552, -21.65117], [-14.14713, 3.67851, -20.27767], [-9.05628, 0.75918, -22.81511], [-10.70824, 0.52635, -22.13673], [-10.50883, 1.42032, -23.52147], [-7.85541, 2.96137, -21.58417], [-8.41170, 1.74076, -20.41765], [-8.86544, 3.36675, -20.11334]],
  "lumo_ev": -8.12,
  "orbital_gap_ev": 3.670,
  "total_charge": 2
}

---

{
  "formula": "C18H56FIInO11S",
  "method": "wB97M-V/def2-TZVPD",
  "symbols": ["C", "C", "F", "C", "In", "C", "C", "C", "S", "C", "C", "O", "I", "H", "H", "H", "H", "H", "H", "H", "H", "H", "H", "H", "H", "H", "H", "H", "H", "C", "O", "H", "H", "H", "H", "C", "O", "H", "H", "H", "H", "C", "O", "H", "H", "H", "H", "C", "O", "H", "H", "H", "H", "C", "O", "H", "H", "H", "H", "C", "O", "H", "H", "H", "H", "C", "O", "H", "H", "H", "H", "C", "O", "H", "H", "H", "H", "C", "O", "H", "H", "H", "H", "C", "O", "H", "H", "H", "H"],
  "positions_angstrom": [[-1.25013, 2.20682, -5.30446], [-0.55960, 2.06958, -3.95382], [-1.21774, 2.96764, -3.09754], [-0.55049, 0.65774, -3.41213], [-0.81718, 0.65964, -1.15972], [0.65477, -0.84051, -0.36192], [1.96132, -0.20621, 0.10474], [1.99337, 0.22636, 1.56649], [1.37184, -0.97144, 2.78108], [-2.88554, -0.15692, -0.58203], [-3.31953, 0.07970, 0.77480], [-3.60642, -0.76250, 1.60496], [-3.44917, 2.18821, 1.37210], [-2.30821, 2.36286, -5.12066], [-1.15020, 1.29951, -5.87872], [-0.83899, 3.05413, -5.83775], [0.46767, 2.41435, -4.04543], [-1.37205, 0.12170, -3.87322], [0.38341, 0.16809, -3.66285], [-0.60955, 2.25487, -0.43832], [0.88582, -1.48550, -1.20736], [0.19658, -1.48509, 0.38209], [2.09614, 0.71112, -0.47155], [2.84097, -0.80215, -0.11158], [3.02932, 0.38344, 1.85085], [1.50230, 1.17745, 1.72346], [0.06761, -0.68477, 2.72943], [-3.61928, 0.27164, -1.26151], [-2.88944, -1.23123, -0.72862], [0.29538, 3.64288, -8.68165], [0.31061, 2.35489, -8.07742], [-0.64945, 4.11752, -8.42662], [1.11694, 4.26011, -8.31005], [0.37008, 3.55647, -9.77087], [1.14540, 1.93743, -8.29934], [-3.66503, -1.07452, 5.38382], [-4.61523, -0.79639, 4.36998], [-4.12496, -0.84975, 6.34517], [-3.38146, -2.13325, 5.36301], [-2.77139, -0.45473, 5.26560], [-4.20090, -1.00013, 3.52096], [-6.00304, -3.35522, 7.82363], [-7.11759, -3.51713, 6.94739], [-6.08050, -4.09700, 8.61209], [-5.07039, -3.50794, 7.28084], [-6.01046, -2.35626, 8.26871], [-7.03743, -2.85935, 6.25136], [-2.51834, -2.38843, -5.04811], [-2.83696, -1.01143, -5.21921], [-1.43484, -2.47247, -5.03737], [-2.90961, -2.76867, -4.10110], [-2.91574, -2.98914, -5.87339], [-3.79284, -0.92934, -5.22278], [-4.48387, -6.72367, 8.34730], [-3.70156, -5.53514, 8.36964], [-4.79729, -6.92962, 9.36771], [-5.37252, -6.59616, 7.72234], [-3.90100, -7.57196, 7.97818], [-3.42672, -5.35414, 7.46799], [0.47581, 7.11033, -10.26212], [1.75452, 6.80928, -9.70617], [-0.13557, 6.21421, -10.20376], [-0.00804, 7.91023, -9.69594], [0.57691, 7.40952, -11.30905], [2.28322, 7.60781, -9.75771], [6.30622, -1.49294, 0.30950], [5.36547, -0.74293, -0.45576], [5.84021, -2.43850, 0.57783], [7.20761, -1.69406, -0.28050], [6.57065, -0.94905, 1.21554], [5.77811, 0.09040, -0.68964], [7.42403, 0.56614, 3.81433], [6.87336, 0.74363, 2.51021], [7.30875, -0.48009, 4.08473], [8.48625, 0.82369, 3.82209], [6.89294, 1.18405, 4.54127], [6.97569, 1.66889, 2.27726], [-2.47703, -4.18750, -0.11756], [-1.84944, -3.89838, -1.36248], [-3.23442, -3.42736, 0.05479], [-2.95720, -5.17181, -0.13767], [-1.75337, -4.15266, 0.70105], [-1.17220, -4.55999, -1.51379], [6.32994, 4.25617, 5.63731], [7.56520, 3.87586, 6.24124], [5.68827, 3.38007, 5.60779], [5.83266, 5.03774, 6.21659], [6.49500, 4.61045, 4.61627], [8.12961, 4.65076, 6.26573]],
  "lumo_ev": 1.89,
  "relative_energy_ev": 0.000,
  "orbital_gap_ev": 6.299,
  "total_charge": -1
}

---

{
  "formula": "C19H62N6O20",
  "method": "wB97M-V/def2-TZVPD",
  "symbols": ["N", "C", "N", "O", "H", "H", "H", "H", "N", "C", "N", "O", "H", "H", "H", "H", "N", "C", "N", "O", "H", "H", "H", "H", "O", "C", "C", "O", "H", "H", "H", "H", "H", "H", "O", "C", "C", "O", "H", "H", "H", "H", "H", "H", "O", "C", "C", "O", "H", "H", "H", "H", "H", "H", "O", "C", "C", "O", "H", "H", "H", "H", "H", "H", "O", "C", "C", "O", "H", "H", "H", "H", "H", "H", "O", "C", "C", "O", "H", "H", "H", "H", "H", "H", "O", "C", "C", "O", "H", "H", "H", "H", "H", "H", "O", "C", "C", "O", "H", "H", "H", "H", "H", "H", "O", "H", "H"],
  "positions_angstrom": [[4.79227, 2.60218, -0.94325], [3.86273, 3.01600, -1.77759], [2.96292, 2.10601, -2.03053], [3.73610, 4.08579, -2.35402], [5.65290, 3.12689, -1.00728], [4.66540, 1.97224, -0.16403], [2.95951, 1.21980, -1.54606], [2.32321, 2.17568, -2.80900], [1.25627, -0.68941, -3.28108], [1.90538, -1.60840, -3.93664], [1.10521, -1.99337, -4.90155], [2.93112, -1.99923, -3.66146], [0.44090, -0.23512, -3.66696], [1.54726, -0.54833, -2.32425], [0.16474, -1.62923, -4.95661], [1.47926, -2.57782, -5.63544], [0.09581, -0.58161, 1.09820], [0.65920, 0.13664, 0.15545], [-0.08631, 1.18477, -0.06477], [1.73941, -0.10491, -0.43680], [0.49440, -1.47386, 1.35338], [-0.84081, -0.32322, 1.37401], [0.00507, 1.76461, -0.88668], [-0.86714, 1.33321, 0.55842], [-1.87849, -0.03841, -4.70005], [-2.63403, -0.97736, -4.00209], [-2.73952, -0.54040, -2.49266], [-3.04385, -1.68047, -1.70292], [-2.39023, 0.77288, -4.73917], [-3.65223, -1.09169, -4.37399], [-2.00544, -1.86206, -4.10345], [-3.48681, 0.24989, -2.42119], [-1.81462, -0.22818, -2.00771], [-3.22787, -1.26384, -0.85784], [1.31470, -4.24672, -0.88899], [0.23911, -5.05579, -1.38503], [-0.86424, -4.01319, -1.66036], [-1.26944, -3.40652, -0.45702], [0.98552, -4.01447, -0.01761], [0.39072, -5.66085, -2.27890], [-0.02458, -5.70956, -0.55368], [-1.66838, -4.43542, -2.26301], [-0.34216, -3.25882, -2.24897], [-1.95102, -2.82140, -0.79567], [-0.50603, -2.77091, 4.01777], [0.36716, -3.88456, 3.89726], [0.69093, -4.17537, 2.43822], [1.60443, -3.29794, 1.78860], [0.08683, -2.01605, 4.00017], [1.33970, -3.83166, 4.38663], [-0.29217, -4.65880, 4.28959], [-0.22428, -4.27858, 1.85526], [1.04656, -5.20253, 2.35718], [2.47644, -3.69687, 1.83382], [0.10456, 2.53137, -2.91702], [0.14720, 2.43083, -4.34706], [-1.06245, 3.23221, -4.96505], [-2.24450, 2.56128, -4.55873], [-0.04716, 3.45469, -2.70241], [1.12759, 2.75924, -4.69213], [0.13715, 1.40306, -4.70995], [-0.99560, 3.14663, -6.04962], [-0.95559, 4.28781, -4.71523], [-2.39660, 2.88940, -3.66946], [4.27958, -2.60888, 1.49356], [4.83123, -1.47454, 2.11697], [3.90156, -0.22646, 2.10018], [4.13255, 0.47307, 0.89378], [4.32237, -2.40617, 0.55618], [5.01967, -1.78634, 3.14428], [5.83944, -1.18903, 1.81680], [4.21542, 0.36794, 2.95825], [2.85140, -0.51844, 2.10300], [3.40324, 0.18029, 0.34244], [0.79406, 4.83556, 3.40471], [1.89998, 3.89560, 3.48126], [1.61819, 2.84988, 2.38785], [0.53941, 1.95952, 2.80901], [0.67248, 5.27430, 4.24988], [2.86694, 4.35213, 3.26986], [2.02516, 3.35890, 4.42167], [2.49952, 2.21300, 2.31205], [1.50844, 3.30986, 1.40578], [0.65424, 1.10036, 2.39638], [-1.99958, 3.58815, 2.45660], [-2.19968, 4.46085, 1.33766], [-3.67571, 4.87445, 1.07119], [-4.27120, 5.71559, 2.00808], [-1.06998, 3.44715, 2.65039], [-1.74058, 5.44244, 1.45518], [-1.70065, 3.89871, 0.54831], [-4.31205, 3.99119, 1.12607], [-3.86285, 5.17585, 0.04054], [-4.62283, 5.26554, 2.77971], [-2.99353, -4.04128, 3.47136], [-4.07641, -3.05223, 3.41765], [-3.39114, -1.74780, 2.79332], [-3.12340, -1.97495, 1.42683], [-2.16021, -3.61103, 3.67646], [-4.91785, -3.35935, 2.79657], [-4.32744, -2.86204, 4.46116], [-2.45387, -1.53469, 3.30734], [-4.01665, -0.87081, 2.95982], [-2.52447, -2.71511, 1.30417], [-2.33311, 0.84349, 1.75496], [-3.28887, 0.80559, 1.71872], [-2.13876, 1.73910, 2.03125]],
  "smiles": "NC(N)=O.NC(N)=O.NC(N)=O.OCCO.OCCO.OCCO.OCCO.OCCO.OCCO.OCCO.OCCO.O",
  "lumo_ev": -0.19,
  "relative_energy_ev": 2.735,
  "orbital_gap_ev": 8.593
}

---

{
  "formula": "C23H19FeNO8S",
  "method": "wB97M-V/def2-TZVPD",
  "symbols": ["C", "O", "C", "C", "C", "C", "C", "C", "Fe", "C", "O", "C", "O", "C", "O", "H", "H", "H", "H", "H", "H", "H", "H", "H", "C", "C", "C", "C", "S", "C", "C", "C", "C", "C", "N", "O", "O", "C", "C", "O", "O", "C", "C", "H", "H", "H", "H", "H", "H", "H", "H", "H", "H"],
  "positions_angstrom": [[-1.69292, -2.29485, -4.88816], [-1.79207, -3.04397, -3.67098], [-1.47165, -2.48536, -2.45407], [-0.28386, -2.86894, -1.74577], [0.45153, -1.70662, -1.11769], [-0.51089, -0.86423, -0.37067], [-1.85781, -1.00815, -0.57084], [-2.39939, -1.74198, -1.67766], [-1.90010, -3.44961, -0.62589], [-0.86973, -4.44665, 0.38712], [-0.46237, -5.29547, 1.06797], [-2.52603, -4.82529, -1.48434], [-2.99867, -5.77466, -1.95825], [-3.26482, -3.36823, 0.49747], [-4.11533, -3.65406, 1.23727], [-2.10662, -2.95372, -5.65267], [-2.27896, -1.36824, -4.81740], [-0.63992, -2.06974, -5.10640], [0.32894, -3.66762, -2.17678], [1.27226, -2.05573, -0.46994], [0.94834, -1.09791, -1.90634], [-0.13418, -0.11064, 0.31534], [-2.55646, -0.45171, 0.06672], [-3.42869, -1.62280, -2.01318], [-2.00552, 6.15332, 1.41378], [-1.26626, 5.84964, 2.55904], [-0.69015, 4.58682, 2.71052], [-0.90329, 3.61107, 1.73335], [-0.34023, 1.92988, 2.05709], [0.79527, 1.53000, 0.81572], [2.06056, 0.90227, 1.04670], [3.24658, 1.44095, 0.45030], [4.45788, 0.79217, 0.55996], [4.52138, -0.47142, 1.18596], [5.69153, -1.26223, 1.02928], [5.69164, -2.43865, 1.45813], [6.67558, -0.75462, 0.44113], [3.37144, -1.02293, 1.79751], [2.17010, -0.34738, 1.74560], [0.33741, 1.98329, 3.33400], [-1.54668, 1.12575, 1.90999], [-1.59401, 3.92023, 0.56027], [-2.15387, 5.19340, 0.40809], [-2.44528, 7.14453, 1.29211], [-1.12867, 6.58858, 3.34724], [-0.08559, 4.35176, 3.58234], [0.56795, 1.96510, -0.16360], [3.16027, 2.39493, -0.07669], [5.37129, 1.21742, 0.15295], [3.45828, -1.98440, 2.29875], [1.27189, -0.76937, 2.20680], [-1.69075, 3.16904, -0.22209], [-2.70936, 5.42703, -0.49906]],
  "spin_multiplicity": 5,
  "lumo_ev": [3.89, 3.38],
  "s2": 6.11,
  "orbital_gap_ev": [2.600, 5.299],
  "total_charge": -2
}